(1)
{
  "formula": "C31H31HoNPSSi",
  "method": "ωB97M-V/def2-TZVPD",
  "elements": ["Ho", "C", "C", "C", "C", "C", "C", "P", "C", "C", "C", "C", "C", "C", "C", "C", "C", "C", "C", "C", "C", "C", "C", "C", "H", "H", "H", "H", "H", "H", "H", "H", "H", "H", "H", "H", "H", "H", "H", "H", "S", "C", "C", "C", "C", "C", "N", "H", "H", "H", "H", "C", "Si", "C", "C", "C", "H", "H", "H", "H", "H", "H", "H", "H", "H", "H", "H"],
  "coordinates": [[1.0838, -0.9314, -0.6480], [-2.3424, 2.3739, 4.5254], [-1.7267, 1.1576, 4.3753], [-1.4373, 0.6747, 3.1220], [-1.7496, 1.4201, 1.9744], [-2.3401, 2.6768, 2.1422], [-2.6376, 3.1547, 3.4256], [-1.3021, 0.7027, 0.3714], [-1.3734, 2.0526, -0.8637], [-0.8469, 3.3227, -0.6592], [-0.8397, 4.2570, -1.6575], [-1.3177, 3.9951, -2.9397], [-1.8906, 2.7412, -3.1039], [-1.9137, 1.7873, -2.1182], [-2.7568, -0.2761, -0.1967], [-4.0262, -0.1296, 0.3308], [-5.0529, -0.9583, -0.2111], [-4.7937, -1.8794, -1.1470], [-3.4382, -2.1413, -1.6075], [-3.1647, -3.1528, -2.5483], [-1.8673, -3.3572, -2.9511], [-0.8307, -2.5623, -2.4357], [-1.0634, -1.5446, -1.5341], [-2.3980, -1.3554, -1.0915], [-2.5452, 2.7496, 5.5281], [-1.4908, 0.5346, 5.2751], [-0.9546, -0.3167, 2.9577], [-2.6290, 3.1864, 1.2410], [-3.0759, 4.1313, 3.4723], [-0.5077, 3.6052, 0.3193], [-0.3957, 5.1864, -1.3931], [-1.3293, 4.7558, -3.7603], [-2.3805, 2.4798, -4.0402], [-2.3857, 0.8520, -2.3375], [-4.2661, 0.5550, 1.0862], [-6.0777, -0.8904, 0.1908], [-5.5807, -2.5479, -1.4799], [-3.9941, -3.6993, -2.9387], [-1.6255, -4.1325, -3.6492], [0.1358, -2.8316, -2.7806], [3.1765, -0.6551, -2.3776], [3.1996, 0.9653, -1.6550], [3.8817, 2.0863, -2.0951], [3.6269, 3.3623, -1.5530], [2.7427, 3.4562, -0.5042], [2.1428, 2.3025, -0.0454], [2.4025, 1.0991, -0.5563], [4.5753, 1.9151, -2.9225], [4.1314, 4.1999, -1.9418], [2.5414, 4.3802, 0.0268], [1.4522, 2.3145, 0.8050], [3.2482, -4.1462, 2.7114], [3.2990, -3.1043, 1.1932], [4.0937, -1.4232, 1.6309], [4.3983, -3.9341, -0.0998], [1.5673, -2.8654, 0.5654], [4.2736, -4.1425, 3.0675], [2.9871, -5.1706, 2.4231], [2.5062, -3.8575, 3.4771], [4.9679, -1.6758, 2.2723], [3.4667, -0.8021, 2.2766], [4.4612, -0.9252, 0.7522], [5.3616, -4.1174, 0.3169], [4.4535, -3.3440, -1.0235], [3.9192, -4.9104, -0.3096], [0.9378, -2.9793, 1.4583], [1.3142, -3.6738, -0.1379]],
  "homo_lumo_gap_ev": [8.2, 8.2],
  "de_lowest_kj_mol": 0.00,
  "e_tot_ev": -87941.5354,
  "homo_energy_ha": [-0.2930, -0.2927],
  "multiplicity": 5
}

***

(2)
{
  "formula": "C31H31N7O4PdS3Si",
  "method": "ωB97M-V/def2-TZVPD",
  "elements": ["Pd", "C", "Si", "C", "C", "C", "C", "C", "C", "N", "C", "S", "H", "H", "H", "H", "H", "H", "H", "H", "H", "H", "H", "H", "C", "N", "C", "C", "N", "C", "S", "C", "C", "C", "C", "C", "N", "H", "H", "H", "H", "H", "H", "H", "H", "H", "O", "C", "O", "C", "C", "C", "C", "C", "C", "N", "O", "O", "H", "H", "H", "H", "N", "C", "N", "C", "C", "C", "C", "C", "C", "S", "H", "H", "H", "H", "H", "H"],
  "coordinates": [[-0.2676, -0.5837, 0.3429], [3.1303, 1.0214, -2.9710], [2.1844, 0.5076, -4.5094], [1.6189, 2.0006, -5.4721], [3.2244, -0.6407, -5.5516], [0.5980, -0.5001, -4.0957], [0.1222, -1.3564, -5.0970], [-0.9445, -2.1965, -4.8806], [-1.5648, -2.1633, -3.6425], [-1.2079, -1.3117, -2.6870], [-0.1545, -0.5276, -2.9221], [0.2555, 0.5712, -1.5924], [4.1574, 1.2431, -3.2745], [3.1810, 0.2531, -2.2026], [2.7324, 1.9310, -2.5171], [2.4763, 2.5116, -5.9162], [1.0994, 2.7211, -4.8373], [0.9475, 1.7202, -6.2851], [4.2462, -0.2599, -5.6117], [2.8524, -0.7134, -6.5747], [3.2712, -1.6488, -5.1353], [0.6214, -1.3818, -6.0586], [-1.3012, -2.8585, -5.6567], [-2.3915, -2.8249, -3.4142], [-5.1340, -1.5459, 1.5819], [-4.1009, -0.8100, 2.3104], [-4.1842, -0.4130, 3.6306], [-3.0743, 0.2828, 3.9113], [-2.3020, 0.3255, 2.7475], [-2.9604, -0.3610, 1.7743], [-2.5735, -0.6454, 0.1216], [-1.1560, 1.1493, 2.5905], [-0.7179, 1.9283, 3.6451], [0.3068, 2.8361, 3.4322], [0.8404, 2.9737, 2.1613], [0.3844, 2.1293, 1.1763], [-0.5764, 1.2126, 1.3847], [-5.9522, -1.7457, 2.2667], [-4.7330, -2.4869, 1.2098], [-5.4967, -0.9504, 0.7471], [-5.0264, -0.6649, 4.2504], [-2.7821, 0.7483, 4.8312], [-1.1667, 1.8505, 4.6208], [0.6680, 3.4402, 4.2535], [1.6185, 3.6887, 1.9384], [0.8057, 2.1699, 0.1829], [0.5329, -1.2191, 2.5780], [1.5941, -0.7582, 2.1181], [1.6528, -0.3663, 0.8861], [2.8281, -0.5900, 2.9160], [2.9852, -1.2851, 4.1136], [4.1342, -1.1116, 4.8676], [5.1198, -0.2295, 4.4438], [4.9269, 0.4619, 3.2618], [3.8073, 0.2912, 2.4760], [5.9463, 1.4350, 2.8184], [7.0268, 1.3902, 3.3560], [5.6249, 2.1977, 1.9283], [2.2064, -1.9621, 4.4386], [4.2667, -1.6590, 5.7902], [6.0250, -0.0710, 5.0126], [3.7072, 0.8379, 1.5504], [-1.6349, -3.5766, 1.0875], [-0.3573, -3.5700, 0.7041], [0.2252, -2.6056, 0.0123], [1.5549, -2.9428, -0.3157], [2.4154, -2.2165, -1.1261], [3.6808, -2.7149, -1.3695], [4.0931, -3.9323, -0.8262], [3.2327, -4.6790, -0.0436], [1.9651, -4.1681, 0.1963], [0.6551, -4.9233, 1.0717], [-2.2133, -2.7723, 0.9010], [-1.9920, -4.3298, 1.6488], [2.1023, -1.2733, -1.5457], [4.3629, -2.1524, -1.9936], [5.0876, -4.3037, -1.0301], [3.5335, -5.6372, 0.3574]],
  "charge": 2,
  "homo_lumo_gap_ev": [5.1, 5.7],
  "de_lowest_kj_mol": 256.94,
  "e_tot_ev": -95119.1972,
  "homo_energy_ha": [-0.4978, -0.4978]
}

***

(3)
{
  "formula": "C31H32AuBN9",
  "method": "ωB97M-V/def2-TZVPD",
  "elements": ["Au", "C", "C", "C", "C", "C", "N", "N", "B", "N", "N", "C", "C", "C", "C", "C", "N", "N", "C", "C", "C", "C", "C", "H", "H", "H", "H", "H", "H", "H", "H", "H", "H", "H", "H", "H", "H", "H", "H", "H", "H", "H", "H", "H", "H", "N", "C", "C", "C", "C", "C", "C", "C", "C", "C", "C", "C", "C", "N", "C", "C", "C", "C", "N", "H", "H", "H", "H", "H", "H", "H", "H", "H", "H"],
  "coordinates": [[-0.5788, -0.3931, -0.3697], [-2.5935, -3.1000, 0.6531], [-3.0152, -1.7080, 0.9768], [-4.1474, -1.2640, 1.6525], [-4.1176, 0.1243, 1.5960], [-5.0998, 1.0970, 2.1497], [-3.0074, 0.4923, 0.9384], [-2.3322, -0.6300, 0.5750], [-2.6433, 1.8981, 0.3578], [-2.4540, 1.6700, -1.1785], [-1.7272, 0.6292, -1.6637], [-1.9268, 0.5277, -2.9820], [-1.3270, -0.5541, -3.8122], [-2.7851, 1.5561, -3.3625], [-3.1058, 2.2455, -2.2008], [-4.0032, 3.4231, -2.0428], [-1.3600, 2.4409, 0.9854], [-0.2232, 1.7155, 0.8908], [0.7343, 2.3976, 1.5015], [2.1333, 1.8897, 1.6025], [0.2051, 3.6015, 2.0033], [-1.1309, 3.5928, 1.6561], [-2.1853, 4.6117, 1.9285], [-3.3421, -3.7994, 1.0160], [-1.6339, -3.3504, 1.1047], [-2.4979, -3.2183, -0.4273], [-4.9083, -1.8778, 2.1034], [-5.8239, 0.5735, 2.7679], [-5.6334, 1.6147, 1.3518], [-4.5953, 1.8496, 2.7552], [-3.5506, 2.6416, 0.5338], [-0.8018, -1.2782, -3.1906], [-0.6264, -0.1435, -4.5397], [-2.1123, -1.0711, -4.3626], [-3.1472, 1.7560, -4.3566], [-4.3133, 3.7754, -3.0231], [-3.4924, 4.2338, -1.5236], [-4.8936, 3.1668, -1.4679], [2.2340, 0.9377, 1.0830], [2.4116, 1.7495, 2.6477], [2.8292, 2.6060, 1.1643], [0.7332, 4.3661, 2.5492], [-1.7585, 5.4450, 2.4803], [-3.0001, 4.1880, 2.5175], [-2.6145, 4.9926, 1.0006], [8.8867, -4.3585, 0.1791], [7.8166, -3.9570, 0.0611], [6.4896, -3.4345, -0.0699], [5.4015, -4.2914, -0.2210], [4.1220, -3.7708, -0.3114], [3.9108, -2.3953, -0.2584], [5.0092, -1.5444, -0.1233], [6.2910, -2.0540, -0.0276], [2.5429, -1.8154, -0.3039], [1.7131, -1.9776, 0.8190], [2.0885, -2.5683, 2.0787], [1.0565, -2.3428, 2.9565], [0.0600, -1.6595, 2.2447], [0.4349, -1.4919, 0.9414], [2.2229, -0.9320, -1.3507], [3.0638, -0.5896, -2.4676], [2.4545, 0.4482, -3.1319], [1.2492, 0.7067, -2.4637], [1.0997, -0.1420, -1.4058], [5.5666, -5.3590, -0.2754], [3.2746, -4.4346, -0.4309], [4.8524, -0.4731, -0.0824], [7.1402, -1.3945, 0.0884], [3.0303, -3.0502, 2.2800], [1.0020, -2.6213, 3.9958], [-0.8892, -1.3028, 2.6097], [3.9961, -1.0724, -2.7065], [2.8188, 0.9800, -3.9955], [0.5237, 1.4769, -2.6679]],
  "charge": 1,
  "homo_lumo_gap_ev": [6.1, 5.6],
  "e_tot_ev": -50440.6223,
  "homo_energy_ha": [-0.3404, -0.4202],
  "multiplicity": 3
}

***

What is the formula in the second record?
C31H31N7O4PdS3Si